# C18H58N2O10

10 unconnected molecules or ions with the total composition C18H58N2O10 (ωB97M-V/def2-TZVPD, the OMol25 dataset).

Positions of all 88 atoms, in Å:
1 C 6.220 -1.375 -0.733
2 O 7.496 -0.818 -0.662
3 C 8.105 -0.351 -1.821
4 C 7.478 0.814 -2.563
5 C 8.339 1.285 -3.766
6 N 7.331 1.985 -1.700
7 H 5.563 -0.515 -0.858
8 H 5.930 -1.836 0.211
9 H 5.970 -2.054 -1.549
10 H 9.142 -0.101 -1.597
11 H 8.071 -1.100 -2.613
12 H 6.503 0.600 -3.000
13 H 9.253 1.778 -3.435
14 H 7.836 1.761 -4.607
15 H 8.753 0.385 -4.221
16 H 6.963 1.658 -0.818
17 H 6.582 2.552 -2.073
18 C -6.273 2.509 -5.767
19 O -5.841 1.369 -5.081
20 C -6.069 0.107 -5.621
21 C -5.584 -1.021 -4.617
22 C -6.545 -1.153 -3.493
23 N -4.312 -0.764 -3.944
24 H -5.717 2.664 -6.692
25 H -6.100 3.446 -5.238
26 H -7.356 2.575 -5.873
27 H -7.135 0.089 -5.848
28 H -5.622 -0.028 -6.606
29 H -5.622 -1.978 -5.139
30 H -7.528 -1.410 -3.887
31 H -6.846 -0.243 -2.973
32 H -6.333 -1.992 -2.830
33 H -4.457 0.049 -3.363
34 H -4.072 -1.428 -3.221
35 C -0.134 -2.063 1.275
36 C -1.089 -1.203 2.186
37 O -1.092 0.132 1.785
38 H 0.846 -1.625 1.088
39 H -0.460 -2.166 0.240
40 H -0.158 -3.036 1.766
41 H -0.739 -1.181 3.218
42 H -2.131 -1.522 2.169
43 H -1.730 0.368 1.108
44 C 1.365 -5.655 -3.611
45 C 2.500 -4.945 -4.453
46 O 2.306 -3.578 -4.504
47 H 0.439 -5.628 -4.186
48 H 1.275 -5.159 -2.645
49 H 1.678 -6.693 -3.499
50 H 2.365 -5.408 -5.431
51 H 3.519 -5.199 -4.159
52 H 1.420 -3.480 -4.862
53 C 2.933 1.550 5.084
54 C 3.602 1.252 6.487
55 O 3.191 0.005 6.876
56 H 1.847 1.456 5.124
57 H 3.441 0.964 4.318
58 H 3.115 2.549 4.686
59 H 3.287 2.020 7.194
60 H 4.666 1.489 6.515
61 H 3.954 -0.468 7.216
62 C -3.128 5.185 -0.185
63 C -4.331 4.259 0.082
64 O -4.101 3.086 -0.781
65 H -2.920 5.318 -1.247
66 H -2.171 4.817 0.186
67 H -3.225 6.107 0.387
68 H -5.317 4.698 -0.067
69 H -4.333 3.999 1.141
70 H -4.588 3.297 -1.581
71 C -0.832 4.691 7.124
72 C -2.212 4.230 6.710
73 O -2.278 2.881 6.384
74 H -0.826 5.735 7.437
75 H -0.219 4.544 6.235
76 H -0.303 4.093 7.866
77 H -2.500 4.856 5.865
78 H -2.908 4.362 7.538
79 H -1.767 2.782 5.578
80 O -0.713 -0.280 8.267
81 H 0.221 -0.437 8.124
82 H -0.903 0.513 7.767
83 O -3.415 -5.194 -0.617
84 H -3.368 -5.630 -1.468
85 H -4.352 -5.106 -0.443
86 O -1.125 -8.016 1.454
87 H -1.411 -7.284 0.909
88 H -1.312 -7.737 2.350

Computed properties:
* E_HOMO: -9.11 eV
* E: -43056.3876 eV
* molecular weight: 462.67 g mol⁻¹
* Kohn-Sham gap: 0.3402 Eh
* energy relative to the best compared isomer or geometry (same formula, charge and spin): 1.014 eV
* 2S+1: 1
* SMILES: COC[C@H](C)N.COC[C@H](C)N.CCO.CCO.CCO.CCO.CCO.O.O.O
* largest force on an atom: 3.51 eV Å⁻¹

Formally, the Löwdin partial charges of the atoms, in units of the elementary charge, are as follows: -0.11 -0.17 -0.22 -0.45 -0.07 0.03 0.08 0.09 0.09 0.14 0.12 0.13 0.08 0.07 0.06 0.06 0.07 -0.11 -0.19 -0.19 -0.40 -0.12 0.03 0.09 0.08 0.09 0.12 0.12 0.13 0.07 0.09 0.08 0.06 0.06 -0.07 -0.31 -0.10 0.07 0.06 0.06 0.11 0.11 0.08 -0.08 -0.34 -0.07 0.06 0.07 0.07 0.10 0.11 0.08 -0.07 -0.35 -0.06 0.06 0.06 0.06 0.09 0.11 0.09 -0.10 -0.27 -0.11 0.07 0.07 0.07 0.10 0.10 0.07 -0.09 -0.36 -0.06 0.08 0.07 0.07 0.11 0.11 0.08 -0.05 0.02 0.01 -0.05 0.03 0.03 -0.05 0.02 0.03